[1]
The following is a DFT calculation (ωB97M-V/def2-TZVPD) of a cluster of 3 separate species, C40H58F19INO11P2S2 in total at a distorted geometry.

Properties
LUMO energy: -4.18 eV

```
! RIJCOSX wB97M-V def2-TZVPD def2/J DEFGRID3
* xyz 1 1
C -0.31064 1.59625 -3.41616
C 0.09011 0.60634 -2.38108
C -0.83100 -0.57961 -1.73578
C -1.03281 -1.56560 -3.02557
C 0.33606 -2.20749 -3.65466
O 0.64406 -3.47086 -3.24705
C 1.38156 -1.49916 -4.69460
C 1.03832 -0.87040 -6.16791
C 2.20494 -0.12476 -7.10713
C 3.76362 -0.02195 -6.52071
C 4.16086 -0.64249 -5.04872
C 2.96112 -1.36410 -4.18238
C -2.25111 0.10283 -1.28387
S -3.83642 -0.94084 -1.54162
C -2.13727 0.22522 0.38863
C -2.83085 1.51354 1.11020
F -4.26218 1.47977 0.60769
F -2.96848 1.43225 2.58262
C -2.29028 2.99792 0.74464
F -1.86409 3.18398 -0.69275
F -1.22558 3.47047 1.70944
C -3.47409 4.17418 0.91892
F -4.31940 3.98319 2.11995
F -4.24852 4.26893 -0.36318
C -2.79022 5.68495 1.11856
F -2.49317 5.98745 2.55188
F -3.89063 6.64660 0.73444
F -1.67104 5.96319 0.19686
N -0.87668 -0.44645 0.99344
C -1.11104 -1.58007 1.99723
C -1.19469 -1.20020 3.57038
C -2.26510 -2.14003 4.44980
C -3.25786 -1.16123 5.30574
C -2.56783 -0.55220 6.70301
F -1.18590 -1.08058 6.73245
F -3.30634 -1.28520 7.80091
C -2.71380 1.06923 6.77586
F -2.49992 1.77299 5.45967
F -4.15213 1.36340 7.13278
S -1.65018 1.95988 8.01570
F -0.17790 1.63096 7.20542
F -1.77298 3.39507 7.02245
F -3.10510 2.52891 8.80126
F -1.51823 0.63676 9.08526
F -0.75568 2.89410 9.14409
C 0.15227 0.45210 1.66096
C 0.98375 1.47984 0.71336
C 1.80501 2.49089 1.76879
C 3.12289 1.67574 2.38857
O 3.75714 2.06654 3.52726
O 3.73912 0.48994 1.71856
C -0.40929 -1.24015 -0.25747
F -1.06012 -2.59329 -0.46374
I 1.70793 -1.96303 -0.27841
H 0.38718 2.34675 -3.97998
H -1.47147 1.68446 -3.65354
H 1.22804 0.65899 -2.02268
H -1.79138 -2.44346 -2.89080
H -1.49483 -0.88097 -3.88939
H -0.07711 -0.90539 -6.58735
H 1.88068 0.33830 -8.14183
H 4.56958 0.52344 -7.17606
H 5.27651 -0.52500 -4.65127
H 3.26774 -1.78238 -3.10904
H -2.56861 1.05740 -1.87973
H -4.23387 -0.77997 -2.87816
H -2.97228 -0.59667 0.64746
H -0.26617 -2.42411 1.94457
H -2.11469 -2.19424 1.78930
H -0.13208 -1.44910 4.05632
H -1.43244 -0.10604 3.86465
H -1.71002 -2.96678 5.09162
H -2.97063 -2.75775 3.71043
H -3.65640 -0.32880 4.58873
H -4.20959 -1.82159 5.59421
H -0.37846 1.17120 2.45519
H 0.98390 -0.23356 2.17794
H 1.82059 1.02915 0.04074
H 0.35208 2.19906 0.04476
H 2.22443 3.40186 1.16253
H 1.12813 2.77475 2.68132
H 3.38939 -0.36038 2.11719
O -5.23993 -1.43480 -6.05841
P -6.61704 -1.83468 -6.64254
O -5.96850 -3.02190 -7.60555
C -5.30582 -4.10584 -6.96871
C -6.30151 -5.09705 -6.39609
O -6.63714 -0.58328 -7.74047
C -6.15222 0.69413 -7.34595
C -4.75733 0.91246 -7.90595
O -8.15566 -2.28144 -7.29518
C -8.37582 -2.42113 -8.69697
C -8.46438 -3.88568 -9.08588
H -4.63322 -3.74664 -6.18502
H -4.68582 -4.60146 -7.72236
H -7.01124 -4.60194 -5.72714
H -5.78400 -5.88546 -5.84275
H -6.88139 -5.56518 -7.19469
H -6.17172 0.80320 -6.25628
H -6.83193 1.45146 -7.75379
H -4.09016 0.07464 -7.68411
H -4.31408 1.82714 -7.50261
H -4.79479 0.99526 -8.99640
H -7.61730 -1.91970 -9.30401
H -9.33576 -1.93850 -8.91059
H -7.47023 -4.33724 -9.14807
H -8.92894 -3.99395 -10.07164
H -9.03729 -4.46211 -8.35376
O 10.77990 1.03955 4.43703
P 9.40460 0.37283 4.18889
O 8.60449 1.43820 5.18000
C 8.61997 2.81454 4.82630
C 7.64037 3.10342 3.70437
O 9.67880 -0.85256 5.28207
C 10.97290 -1.43731 5.35915
C 11.71372 -0.89424 6.56878
O 7.86800 -0.37208 3.91164
C 6.99380 -0.73263 4.97877
C 5.82817 0.23519 5.07173
H 9.62675 3.13420 4.54382
H 8.33876 3.38650 5.71614
H 7.82659 2.45748 2.84158
H 7.71531 4.14741 3.38806
H 6.61471 2.91907 4.03183
H 11.53501 -1.27255 4.43365
H 10.84543 -2.52098 5.46543
H 11.69613 0.19879 6.60426
H 12.75566 -1.22616 6.56918
H 11.23801 -1.23951 7.49172
H 7.49971 -0.80043 5.94559
H 6.60866 -1.73036 4.74165
H 6.12640 1.16429 5.56564
H 5.01574 -0.19778 5.66480
H 5.44718 0.50194 4.08169
*
```



[2]
The following is a DFT calculation (ωB97M-V/def2-TZVPD) of a cluster of 8 separate species, C40H58N2O25 in total at a distorted geometry.

Properties
LUMO energy: 0.38 eV

```
! RIJCOSX wB97M-V def2-TZVPD def2/J DEFGRID3
* xyz 0 1
C 6.61435 -2.40458 3.67621
C 7.36648 -1.16800 4.41959
O 6.51863 0.03583 4.49427
N 6.37606 0.52736 3.23131
C 4.96751 0.90442 2.95248
O 4.62175 0.88180 1.72928
O 4.04860 1.32414 3.94766
C 2.65743 1.08659 3.57886
C 1.79136 1.00302 4.96236
C 2.17215 -0.34538 5.77557
O 3.26076 -0.37110 6.40902
N 1.28836 -1.55596 5.74746
C 1.27708 -1.93941 4.29306
C 0.06284 -1.42228 3.45422
C 0.07705 -1.77633 1.93288
C 1.26954 -2.58293 1.35241
C 2.43488 -3.09668 2.22641
C 2.45261 -2.76020 3.73166
H 7.35858 -3.02549 3.07850
H 5.80469 -2.00073 2.98396
H 6.18963 -3.10092 4.49493
H 7.61859 -1.46903 5.49141
H 8.33828 -0.98321 3.84133
H 7.01610 1.30659 3.01637
H 2.20172 1.94348 2.94979
H 2.49782 0.13823 2.94632
H 1.93011 1.94282 5.60220
H 0.68777 0.97635 4.61891
H 1.78527 -2.26699 6.30374
H -0.74832 -0.81920 3.97473
H -0.77948 -1.40736 1.28424
H 1.25866 -2.79696 0.22953
H 3.29126 -3.68106 1.75750
H 3.32087 -3.11680 4.38428
C 1.68694 4.35875 -1.45121
C 0.87180 3.36837 -0.64859
C 1.69634 2.32050 0.03893
O 0.78129 1.23763 0.14438
C -0.09547 1.36764 -0.89026
O -0.87998 0.52476 -1.22456
O 0.04032 2.58000 -1.49910
H 2.28634 4.99542 -0.79854
H 2.35549 3.84494 -2.14864
H 1.03470 4.99025 -2.05558
H 0.22209 3.89963 0.05705
H 2.03602 2.63395 1.02667
H 2.55993 1.99091 -0.54679
C 7.76452 -0.87293 -1.48625
C 6.79154 -2.00672 -1.24765
C 5.37745 -1.55664 -1.02838
O 4.84679 -2.61094 -0.23219
C 5.89418 -3.14419 0.45519
O 5.78846 -3.91907 1.36765
O 7.08151 -2.67885 -0.02290
H 7.57541 -0.38787 -2.44615
H 7.69468 -0.12127 -0.69451
H 8.79258 -1.24398 -1.47467
H 6.86149 -2.74010 -2.05883
H 4.81983 -1.45464 -1.96087
H 5.29878 -0.62326 -0.46126
C -2.90794 0.10915 -4.12056
C -2.48146 0.28724 -5.56141
C -1.67628 -0.85632 -6.10056
O -0.89748 -0.22513 -7.11240
C -0.74772 1.07601 -6.73225
O 0.01118 1.84920 -7.24403
O -1.57248 1.38032 -5.69064
H -3.64099 -0.69288 -4.02408
H -2.05082 -0.12138 -3.48108
H -3.34399 1.03436 -3.73489
H -3.35341 0.49882 -6.18917
H -2.29959 -1.64500 -6.52386
H -0.99485 -1.29572 -5.36457
C -2.07387 9.10778 -0.31558
C -1.19074 8.51149 -1.39000
C -1.42363 7.04769 -1.62362
O -0.16017 6.61419 -2.11628
C 0.77407 7.45891 -1.58293
O 1.96160 7.27749 -1.62312
O 0.17906 8.53502 -0.99425
H -3.11760 9.13646 -0.63546
H -2.00805 8.53245 0.61250
H -1.74998 10.12377 -0.07639
H -1.28336 9.08841 -2.31683
H -2.21063 6.85990 -2.35562
H -1.64670 6.48927 -0.70869
C 3.32469 -0.73203 9.54451
C 3.86013 -1.80635 10.46563
C 5.25102 -2.25649 10.12822
O 5.26749 -3.58831 10.63060
C 3.98065 -4.03662 10.58528
O 3.65379 -5.17645 10.74694
O 3.11520 -3.01509 10.32677
H 3.86112 0.20909 9.68351
H 3.41140 -1.03169 8.49741
H 2.26109 -0.56334 9.73339
H 3.78254 -1.48124 11.50941
H 6.01785 -1.64916 10.61189
H 5.44913 -2.29118 9.05211
C -7.77830 -3.38689 -2.80055
C -7.34932 -3.21242 -4.24081
C -6.54538 -4.35936 -4.77660
O -5.76467 -3.73204 -5.78888
C -5.61322 -2.43154 -5.41216
O -4.85166 -1.66051 -5.92547
O -6.43710 -2.12242 -4.37283
H -8.51378 -4.18802 -2.70380
H -6.92210 -3.61824 -2.15979
H -8.21315 -2.46038 -2.41750
H -8.22027 -3.00025 -4.87004
H -7.16942 -5.14824 -5.19929
H -5.86583 -4.79856 -4.03915
C -9.55526 -0.51742 -7.96959
C -10.55547 -1.58217 -7.57444
C -11.91845 -1.04426 -7.25044
O -12.42227 -2.02258 -6.34755
C -11.34077 -2.57533 -5.73064
O -11.39775 -3.29147 -4.77319
O -10.18180 -2.20184 -6.34494
H -9.81207 -0.07530 -8.93446
H -9.51095 0.27866 -7.22066
H -8.55031 -0.94267 -8.03256
H -10.60011 -2.36078 -8.34400
H -12.55759 -0.96217 -8.13095
H -11.89525 -0.07883 -6.73491
*
```



[3]
The following is a DFT calculation (ωB97M-V/def2-TZVPD) of a structure of composition C40H59AlNO4P2S2.

Properties
LUMO energy: 1.84 eV

```
! RIJCOSX wB97M-V def2-TZVPD def2/J DEFGRID3
* xyz -1 1
C -5.05085 1.16290 -0.64243
C -3.75649 1.17189 -1.45625
P -2.21590 0.93330 -0.41984
C -2.49698 2.16239 0.96056
Al -0.44391 2.01141 -1.58908
C -1.00049 3.81881 -2.24185
C -1.09372 4.91553 -1.16494
N -2.47105 5.43940 -1.05485
S 1.18830 2.32121 -0.02381
C 1.69651 0.62322 0.34397
C 2.97461 0.53904 1.12097
O 3.64758 1.43213 1.54387
O 3.28856 -0.77993 1.34333
C 4.66364 -1.06783 1.57952
C 4.82203 -2.37432 2.35551
C 3.69411 -2.62661 3.34498
O 5.07136 -3.51871 1.51700
C 4.05535 -3.97865 0.73092
O 3.66970 -3.40125 -0.24114
C 3.50639 -5.31035 1.18324
S 4.63089 -6.65547 0.70810
P 0.29843 0.75173 -3.45886
C -0.53534 -0.90468 -3.48697
C -0.57715 -1.52707 -4.89204
C 2.10233 0.32593 -3.34220
C 2.94100 1.61201 -3.16965
H -5.91347 1.26908 -1.31021
H -5.15471 0.23989 -0.06483
H -5.09104 1.99537 0.06573
H -3.78371 0.33859 -2.16547
H -3.68964 2.10843 -2.02381
H -1.52896 2.60073 1.22387
H -3.15708 2.98650 0.66611
H -2.91227 1.67950 1.84786
H -0.32800 4.13166 -3.04787
H -1.98725 3.68943 -2.70926
H -0.73802 4.54759 -0.19010
H -0.45272 5.75880 -1.44352
H -3.11449 4.65273 -1.03805
H -2.59550 5.93209 -0.17575
H 1.80542 0.01518 -0.55749
H 0.92487 0.14476 0.95795
H 5.17294 -1.14798 0.61678
H 5.11506 -0.26296 2.16301
H 5.75399 -2.27635 2.91589
H 3.73067 -3.64727 3.73402
H 2.71166 -2.43640 2.91191
H 3.81001 -1.94982 4.19525
H 3.43530 -5.35726 2.26986
H 2.53658 -5.46551 0.71601
H 4.24911 -6.72398 -0.57324
H -0.06450 -1.60332 -2.78603
H -1.55214 -0.72765 -3.12156
H 0.30021 -1.22902 -5.47477
H -0.59555 -2.62130 -4.85584
H -1.44919 -1.17124 -5.44609
H 2.31699 -0.38844 -2.54012
H 2.37987 -0.15469 -4.28512
H 3.67581 1.71217 -3.97304
H 2.31509 2.50909 -3.19146
H 3.46296 1.62809 -2.21148
C -8.25153 2.65284 -4.60226
C -9.51053 2.19019 -4.96058
C -10.43142 1.85117 -3.97862
C -10.09359 1.97722 -2.63788
C -8.83511 2.44092 -2.28024
C -7.91325 2.77767 -3.26192
H -7.53133 2.91422 -5.36694
H -9.77349 2.09224 -6.00644
H -11.41194 1.48631 -4.25827
H -10.81101 1.71254 -1.87121
H -8.56841 2.53921 -1.23557
H -6.93012 3.13385 -2.98144
C 2.63046 -2.46970 9.13960
C 3.64782 -1.99493 8.32326
C 4.22086 -2.82976 7.37418
C 3.77472 -4.13712 7.23789
C 2.75687 -4.61139 8.05371
C 2.18575 -3.77774 9.00547
H 2.18114 -1.81818 9.87819
H 3.99091 -0.97321 8.42342
H 5.01464 -2.46026 6.73710
H 4.21999 -4.78598 6.49404
H 2.40663 -5.63013 7.94580
H 1.39098 -4.14696 9.64115
C 0.62938 7.57120 4.06210
C 1.06745 6.43417 3.39572
C 0.16506 5.65339 2.68665
C -1.17559 6.01101 2.64402
C -1.61427 7.14848 3.30846
C -0.71161 7.92882 4.01880
H 1.33413 8.18086 4.61441
H 2.11305 6.15495 3.42413
H 0.50574 4.76592 2.16501
H -1.87572 5.39522 2.09202
H -2.66031 7.42725 3.27235
H -1.05325 8.81578 4.53829
C 2.52011 -7.23088 -5.77494
C 2.31414 -5.85845 -5.82138
C 2.52167 -5.08421 -4.68804
C 2.93891 -5.67965 -3.50554
C 3.14263 -7.05308 -3.46123
C 2.93313 -7.82950 -4.59246
H 2.35567 -7.83420 -6.65892
H 1.98883 -5.38995 -6.74156
H 2.35464 -4.01480 -4.72279
H 3.09983 -5.07167 -2.62289
H 3.46100 -7.52597 -2.54006
H 3.08917 -8.90024 -4.55180
*
```



[4]
The following is a DFT calculation (ωB97M-V/def2-TZVPD) of a structure of composition C40H59CaClGe2N2O4Si.

Properties
LUMO energy: 0.34 eV

```
! RIJCOSX wB97M-V def2-TZVPD def2/J DEFGRID3
* xyz 0 1
Ca -0.94130 -0.55739 -0.95122
C -4.72219 -2.52883 2.52669
C -4.10880 -1.76560 1.35151
Ge -2.53157 -0.73409 1.90870
C -1.03193 -1.95767 2.27609
C -0.80650 -2.13951 3.77876
C -2.90886 0.50870 3.37298
C -2.80877 1.76832 2.91213
Ge -2.35550 1.58906 0.99672
C -0.63180 2.31982 0.34776
C -0.29105 3.75488 0.74980
C -3.78674 2.04400 -0.28091
C -4.12299 3.52866 -0.41453
C -3.04272 3.01106 3.68292
C -2.98212 4.24983 3.05055
C -3.20049 5.42862 3.74819
C -3.48378 5.38679 5.10383
C -3.54664 4.15930 5.75240
C -3.32925 2.98706 5.05043
H -5.58071 -3.12273 2.20756
H -5.06123 -1.84836 3.31051
H -3.99994 -3.21561 2.97388
H -4.83589 -1.09330 0.89325
H -3.78148 -2.46548 0.57978
H -0.12580 -1.57870 1.80498
H -1.27305 -2.91135 1.79815
H -0.57697 -1.18748 4.25962
H 0.03616 -2.80821 3.96455
H -1.68532 -2.55922 4.27437
H -3.18394 0.27639 4.40000
H -0.65347 2.25084 -0.75044
H 0.15847 1.64142 0.67714
H -1.02438 4.47325 0.37894
H 0.68358 4.04040 0.34827
H -0.24458 3.85760 1.83468
H -4.66995 1.47255 0.01206
H -3.47857 1.63067 -1.24597
H -4.50877 3.93557 0.52060
H -4.88349 3.69070 -1.18114
H -3.24695 4.11776 -0.69716
H -2.75875 4.28937 1.99176
H -3.14778 6.37897 3.23266
H -3.65402 6.30314 5.65380
H -3.76553 4.11808 6.81170
H -3.37886 2.03982 5.57152
Cl -4.03360 -4.65711 -1.77615
C -3.86689 -3.08525 -2.59422
C -2.85421 -2.16886 -1.92352
O -3.11479 -0.93998 -1.93152
O -1.80404 -2.66160 -1.43286
H -4.83754 -2.60152 -2.61159
H -3.53808 -3.28257 -3.61314
C 1.02094 -2.25659 -3.76310
N 1.09131 -1.01103 -4.50895
C 1.78907 -1.06488 -5.78341
C 2.33434 0.30203 -6.13664
C 1.19732 1.30018 -6.11192
N 0.47423 1.21341 -4.85398
C -0.29789 2.38285 -4.48372
C 0.43313 0.09348 -4.08501
O -0.18286 0.10570 -3.00125
H 2.02342 -2.67060 -3.64705
H 0.38844 -2.98412 -4.27827
H 0.61503 -2.08110 -2.77619
H 1.12101 -1.43141 -6.57242
H 2.59915 -1.78779 -5.68079
H 2.79555 0.28253 -7.12374
H 3.09449 0.58875 -5.40698
H 0.51457 1.12944 -6.95320
H 1.57793 2.31910 -6.20586
H 0.36458 3.23131 -4.29665
H -0.87176 2.17404 -3.58821
H -0.98397 2.64754 -5.29209
C 5.11685 0.24172 -0.15939
C 3.65292 0.30551 -0.59802
C 3.54880 0.05748 -2.10635
C 3.12138 1.71379 -0.29735
Si 2.50423 -0.91847 0.31148
O 0.97325 -0.54606 0.03467
C 2.83086 -2.69702 -0.25413
C 1.71848 -3.50481 -0.51248
C 1.84897 -4.81297 -0.95823
C 3.11204 -5.35255 -1.15524
C 4.23389 -4.57798 -0.89559
C 4.09024 -3.27087 -0.44957
C 2.85624 -0.79721 2.16146
C 3.86096 -1.51641 2.81081
C 4.08825 -1.37257 4.17256
C 3.31089 -0.49652 4.91757
C 2.30570 0.22971 4.29519
C 2.08463 0.07569 2.93347
H 5.68840 1.03875 -0.65006
H 5.59205 -0.70308 -0.42909
H 5.21926 0.37745 0.91936
H 4.11555 0.81662 -2.66110
H 2.50673 0.10793 -2.43248
H 3.94311 -0.92468 -2.38186
H 3.74185 2.46607 -0.79938
H 3.13900 1.93072 0.77478
H 2.09413 1.82901 -0.64847
H 0.72284 -3.10240 -0.36098
H 0.96395 -5.40806 -1.14842
H 3.22250 -6.37231 -1.50265
H 5.22401 -4.99343 -1.03958
H 4.98634 -2.69321 -0.25517
H 4.46986 -2.21636 2.24761
H 4.86911 -1.94680 4.65607
H 3.48616 -0.38303 5.98018
H 1.69355 0.91361 4.87140
H 1.28831 0.63768 2.45357
*
```



Number 1: highest occupied orbital energy -10.9 eV, orbital gap 0.2480 Eh, E -6114.12762 Ha. Number 2: highest occupied orbital energy -8.6 eV, orbital gap 0.3297 Eh, E -3549.38343 Ha. Number 3: highest occupied orbital energy -3.9 eV, orbital gap 0.2120 Eh, E -3636.91065 Ha. Number 4: highest occupied orbital energy -8.5 eV, orbital gap 0.3242 Eh, E -7551.44730 Ha.